The following is a DFT calculation (ωB97M-V/def2-TZVPD) of a structure of composition C5H10HgO3.

The value obtained for the molecular weight is 318.72 Da. As for the LUMO energy (alpha / beta): -0.1532 / -0.1637 Eh. The orbital gap (alpha / beta) is 8.31 / 9.36 eV. Its energy above the lowest of the compared OMol25 structures with the same formula, charge and spin is 0.0 kJ/mol.

```
! wB97M-V def2-TZVPD RIJCOSX def2/J DEFGRID3
* xyz 1 2
C -1.88 1.04 1.71
O -1.11 -0.01 2.19
C -1.92 1.05 0.18
O -0.55 0.89 -0.25
C -0.28 0.47 -1.51
C 1.14 0.09 -1.68
O 1.52 -0.70 -0.54
C 2.85 -1.23 -0.64
Hg 0.39 -0.38 1.09
H -1.48 2.02 2.05
H -2.92 0.98 2.06
H -2.32 1.99 -0.23
H -2.49 0.19 -0.20
H -0.93 0.77 -2.33
H 1.81 0.97 -1.72
H 1.27 -0.50 -2.60
H 3.03 -1.84 0.26
H 2.92 -1.85 -1.53
H 3.57 -0.40 -0.68
*
```

***

The following is a DFT calculation (ωB97M-V/def2-TZVPD) of a cluster of 11 separate species, ClH20O14 in total.

The value obtained for the molecular weight is 279.60 Da. As for the LUMO energy: 0.0882 Eh. The orbital gap is 8.63 eV. Its energy above the lowest of the compared OMol25 structures with the same formula, charge and spin is 195.8 kJ/mol.

```
! wB97M-V def2-TZVPD RIJCOSX def2/J DEFGRID3
* xyz -1 1
Cl 19.28 1.93 1.48
O 20.67 1.65 1.22
O 18.36 1.38 0.52
O 18.90 1.47 2.79
O 19.05 3.34 1.49
O 22.69 -1.95 -1.03
H 23.23 -1.21 -1.31
H 21.79 -1.63 -1.09
O 20.59 0.74 -4.12
H 20.22 0.26 -3.38
H 21.47 0.99 -3.83
O 23.02 4.75 -1.59
H 22.67 4.33 -0.80
H 23.55 5.48 -1.26
O 14.34 2.90 3.47
H 14.21 3.17 2.56
H 15.26 3.11 3.65
O 23.78 -2.27 3.71
H 22.93 -1.86 3.54
H 24.04 -2.64 2.87
O 18.89 -3.20 -2.08
H 18.26 -3.86 -2.36
H 18.41 -2.65 -1.46
O 17.52 -1.20 6.83
H 18.23 -0.56 6.72
H 16.87 -0.95 6.17
O 17.60 7.32 -0.99
H 17.63 6.57 -0.40
H 17.80 6.96 -1.85
O 14.57 -1.23 4.12
H 14.62 -0.32 3.82
H 13.70 -1.30 4.52
O 17.39 -3.24 1.82
H 16.76 -2.87 1.20
H 17.29 -2.71 2.60
*
```

***

Number 1 is which compound?
C5H10HgO3

***

molecular weight of number 2 (ClH20O14)?
279.60 Da